{"formula": "C54H149N9O25", "method": "ωB97M-V with the def2-TZVPD basis set", "species": ["C", "O", "C", "C", "N", "C", "C", "O", "C", "H", "H", "H", "H", "H", "H", "H", "H", "H", "H", "H", "H", "H", "H", "H", "C", "O", "C", "C", "N", "C", "C", "O", "C", "H", "H", "H", "H", "H", "H", "H", "H", "H", "H", "H", "H", "H", "H", "H", "C", "O", "C", "C", "N", "C", "C", "O", "C", "H", "H", "H", "H", "H", "H", "H", "H", "H", "H", "H", "H", "H", "H", "H", "C", "O", "C", "C", "N", "C", "C", "O", "C", "H", "H", "H", "H", "H", "H", "H", "H", "H", "H", "H", "H", "H", "H", "H", "C", "O", "C", "C", "N", "C", "C", "O", "C", "H", "H", "H", "H", "H", "H", "H", "H", "H", "H", "H", "H", "H", "H", "H", "C", "O", "C", "C", "N", "C", "C", "O", "C", "H", "H", "H", "H", "H", "H", "H", "H", "H", "H", "H", "H", "H", "H", "H", "C", "O", "C", "C", "N", "C", "C", "O", "C", "H", "H", "H", "H", "H", "H", "H", "H", "H", "H", "H", "H", "H", "H", "H", "C", "O", "C", "C", "N", "C", "C", "O", "C", "H", "H", "H", "H", "H", "H", "H", "H", "H", "H", "H", "H", "H", "H", "H", "C", "O", "C", "C", "N", "C", "C", "O", "C", "H", "H", "H", "H", "H", "H", "H", "H", "H", "H", "H", "H", "H", "H", "H", "O", "H", "H", "O", "H", "H", "O", "H", "H", "O", "H", "H", "O", "H", "H", "O", "H", "H", "O", "H", "H"], "coordinates": [[-18.26720, -20.38512, -20.00451], [-17.91679, -19.65731, -18.82455], [-16.69425, -20.01835, -18.26081], [-16.56108, -19.35605, -16.87508], [-17.67035, -19.70521, -16.02859], [-17.65110, -19.02427, -14.70824], [-17.75293, -17.45424, -14.79850], [-19.08772, -16.97831, -15.13759], [-19.15665, -15.55889, -15.15170], [-19.19572, -20.00779, -20.43295], [-18.36103, -21.45699, -19.83019], [-17.47958, -20.17103, -20.72695], [-15.81101, -19.84881, -18.87664], [-16.72196, -21.09203, -18.07496], [-16.56133, -18.30813, -17.17505], [-15.59038, -19.64656, -16.47327], [-18.44876, -19.28963, -16.51998], [-16.79726, -19.40392, -14.14706], [-18.53679, -19.40857, -14.20230], [-17.03210, -17.08032, -15.52560], [-17.41957, -17.03439, -13.84944], [-18.31202, -15.16561, -15.71742], [-18.90453, -15.15066, -14.17299], [-20.13523, -15.19336, -15.46293], [-13.79674, -20.19083, -11.70552], [-13.76982, -18.84137, -12.17045], [-13.70670, -18.79833, -13.60635], [-13.73800, -17.40276, -14.25390], [-13.84557, -17.37817, -15.67084], [-12.51215, -17.60321, -16.26547], [-12.61832, -17.95542, -17.77075], [-13.03029, -16.74447, -18.39296], [-12.97100, -16.72533, -19.80113], [-13.81150, -19.99325, -10.63368], [-12.88269, -20.75278, -11.89739], [-14.65003, -20.82215, -11.95336], [-14.62686, -19.25573, -13.96992], [-12.81668, -19.34063, -13.92552], [-12.83260, -16.86611, -13.97041], [-14.48547, -16.79230, -13.74721], [-14.21188, -16.47580, -15.93850], [-12.07650, -18.44901, -15.73356], [-11.84650, -16.77939, -16.00793], [-13.43574, -18.65446, -17.94754], [-11.75277, -18.37976, -18.27954], [-13.59680, -17.51305, -20.22062], [-11.95546, -16.79712, -20.19052], [-13.52679, -15.87069, -20.18687], [-16.66741, -17.18245, -11.09846], [-17.87343, -16.82293, -11.64984], [-19.02682, -17.47053, -11.17034], [-20.23990, -16.94170, -11.97139], [-20.43302, -15.54202, -11.68984], [-21.59347, -14.92785, -12.40985], [-21.29750, -13.38978, -12.39601], [-20.11077, -13.11245, -13.20623], [-19.62121, -11.81472, -12.89764], [-16.68792, -16.92359, -10.03984], [-15.82496, -16.61871, -11.49918], [-16.39460, -18.23062, -11.22097], [-19.17798, -17.27899, -10.10800], [-18.89391, -18.52247, -11.42303], [-21.17850, -17.42104, -11.69327], [-19.99261, -17.00716, -13.03095], [-19.61546, -15.03691, -12.00059], [-22.44877, -15.11176, -11.75967], [-21.83771, -15.29794, -13.40558], [-21.17556, -13.17126, -11.33512], [-22.15762, -12.81737, -12.74338], [-19.30267, -11.79102, -11.85549], [-20.28994, -10.95406, -12.91066], [-18.79692, -11.53658, -13.55436], [-11.73232, -11.81022, -13.80979], [-10.40485, -12.14661, -13.28793], [-9.43327, -11.12722, -13.56185], [-9.75962, -9.78932, -12.89550], [-10.12936, -8.73920, -13.83345], [-10.36784, -7.52782, -13.01479], [-10.86628, -6.39594, -13.91818], [-12.06965, -6.89576, -14.45272], [-12.73692, -5.87189, -15.08552], [-11.94789, -11.59249, -14.85584], [-12.04678, -10.88231, -13.33212], [-12.46722, -12.58681, -13.59783], [-9.35147, -11.00767, -14.64218], [-8.46076, -11.51539, -13.25913], [-8.87897, -9.51502, -12.31471], [-10.50805, -9.93900, -12.11733], [-11.02127, -8.94867, -14.25857], [-9.44580, -7.19932, -12.53516], [-11.06221, -7.55564, -12.17504], [-10.11878, -6.22254, -14.69231], [-11.02560, -5.49434, -13.32673], [-13.69791, -6.24519, -15.43945], [-12.22943, -5.37079, -15.90981], [-12.94509, -5.15756, -14.28897], [-15.58776, -11.87916, -10.48008], [-15.08803, -13.12067, -11.00103], [-13.81644, -13.45728, -10.38062], [-13.28009, -14.88856, -10.63068], [-12.27339, -15.32343, -9.64131], [-11.90918, -16.74978, -9.70946], [-12.91500, -17.49840, -8.85146], [-12.87887, -17.00003, -7.50158], [-13.75683, -17.58843, -6.56312], [-15.23057, -11.03647, -11.07203], [-15.50020, -11.61623, -9.42590], [-16.67395, -11.84990, -10.56627], [-13.89077, -13.18043, -9.32899], [-13.07521, -12.79401, -10.82644], [-12.79197, -14.89746, -11.60524], [-14.06208, -15.64789, -10.62803], [-12.57208, -15.06145, -8.71273], [-10.93434, -17.03289, -9.31245], [-12.01513, -17.08376, -10.74161], [-12.76822, -18.57494, -8.93875], [-13.94992, -17.30264, -9.13204], [-13.18120, -17.41745, -5.65344], [-13.84347, -18.67468, -6.58862], [-14.69794, -17.03884, -6.54429], [-8.48255, 2.70567, -19.44289], [-9.40582, 1.71803, -18.91705], [-9.11439, 1.28650, -17.56666], [-9.90163, -0.04612, -17.41858], [-9.91746, -0.73523, -16.12868], [-10.73133, -1.97385, -16.16717], [-10.76418, -2.61412, -14.81221], [-11.58541, -1.78062, -13.97848], [-11.75611, -2.37518, -12.63408], [-7.57759, 2.10396, -19.52701], [-8.36999, 3.51721, -18.72398], [-8.71157, 3.03056, -20.45783], [-9.39823, 2.04221, -16.83424], [-8.07457, 1.00642, -17.39804], [-9.56789, -0.74638, -18.18432], [-10.88382, 0.34824, -17.67911], [-10.16898, -0.16363, -15.33488], [-10.32907, -2.74451, -16.82472], [-11.73152, -1.78546, -16.55735], [-9.79837, -2.92098, -14.41078], [-11.15710, -3.62741, -14.89571], [-12.16573, -3.36502, -12.83540], [-12.50050, -1.85027, -12.03536], [-10.82762, -2.50600, -12.07830], [-11.90855, -8.14420, -4.48166], [-12.88077, -7.64723, -5.39109], [-12.63451, -8.03049, -6.75837], [-13.76932, -7.50507, -7.71577], [-13.42355, -6.23017, -8.38813], [-13.18127, -5.20729, -7.35351], [-13.13172, -3.85306, -8.09722], [-14.42596, -3.57518, -8.61416], [-14.51277, -2.28463, -9.21562], [-12.00591, -7.78813, -3.45607], [-10.90780, -7.98607, -4.88364], [-11.96257, -9.22884, -4.38819], [-12.61051, -9.11042, -6.61250], [-11.62109, -7.76812, -7.06207], [-14.71781, -7.39183, -7.19076], [-13.87689, -8.19105, -8.55598], [-14.25620, -5.86108, -8.82468], [-12.23812, -5.31793, -6.81841], [-13.96507, -5.23395, -6.59652], [-12.28583, -3.84313, -8.78458], [-12.99792, -3.07142, -7.34939], [-15.21675, -2.22872, -10.04591], [-13.54992, -1.97251, -9.62011], [-14.82281, -1.49703, -8.52884], [-14.44838, -5.73277, -11.76229], [-15.03478, -6.51914, -12.77170], [-14.74313, -7.85010, -12.65582], [-15.45922, -8.52005, -13.85946], [-15.25384, -9.96298, -13.85513], [-15.76572, -10.64489, -15.10458], [-15.38933, -12.15505, -14.92388], [-16.28808, -12.70941, -13.81035], [-16.13820, -14.14054, -13.69535], [-14.34055, -4.68722, -12.05090], [-13.44271, -5.98738, -11.42779], [-15.02463, -5.95233, -10.86350], [-15.07907, -8.29147, -11.71751], [-13.66835, -7.95007, -12.80734], [-15.07878, -8.13631, -14.80608], [-16.52503, -8.29172, -13.86474], [-15.80142, -10.45759, -13.16549], [-15.48974, -10.14244, -16.03166], [-16.85514, -10.60975, -15.09857], [-14.32583, -12.16421, -14.68516], [-15.56403, -12.68755, -15.85877], [-16.40208, -14.63437, -14.63055], [-16.74065, -14.61658, -12.92169], [-15.11496, -14.50391, -13.60024], [-12.98521, -10.50521, -19.37091], [-14.33381, -10.31742, -19.71240], [-14.75097, -8.99682, -19.33041], [-16.19832, -8.89255, -19.53968], [-16.91585, -9.59234, -18.48247], [-18.33669, -9.69232, -18.91750], [-19.18479, -10.53145, -17.94241], [-18.48654, -11.78909, -17.80883], [-19.14610, -12.77859, -17.11078], [-12.83387, -11.58216, -19.29755], [-12.68397, -10.07245, -18.41693], [-12.28255, -10.09771, -20.09776], [-14.14173, -8.39076, -20.00095], [-14.47452, -8.79820, -18.29492], [-16.30550, -9.37524, -20.51109], [-16.35502, -7.81924, -19.64716], [-16.55554, -10.53415, -18.42514], [-18.43294, -10.12913, -19.91151], [-18.83940, -8.72702, -18.97729], [-20.21886, -10.53902, -18.28700], [-19.11109, -10.14951, -16.92418], [-20.07653, -13.06293, -17.60225], [-19.37448, -12.39367, -16.11691], [-18.51170, -13.66236, -17.04298], [-12.92181, -9.10740, -15.66739], [-12.91953, -8.31726, -15.12712], [-13.63291, -9.63983, -15.31092], [-10.99836, -5.37739, -10.64526], [-11.59754, -5.39218, -9.89893], [-10.13228, -5.25854, -10.25538], [-15.28896, -12.89595, -18.52457], [-15.24341, -12.01721, -18.90136], [-15.91344, -13.36300, -19.07965], [-17.96061, -8.68684, -10.49675], [-17.53756, -7.90117, -10.84313], [-18.81492, -8.38369, -10.18936], [-17.83166, -6.08026, -14.74159], [-17.11534, -6.21362, -14.12083], [-17.54191, -6.52054, -15.54060], [-14.75791, -15.17402, -16.93161], [-14.32138, -15.79050, -17.51951], [-14.96636, -14.42130, -17.48496], [-16.60877, -7.37694, -16.89795], [-16.07060, -6.74903, -17.37996], [-16.69237, -8.12503, -17.48923]], "forces_ev_per_a": [[0.7251, 0.7381, 0.2380], [-0.9176, 0.4030, -0.6269], [-0.1553, -1.4726, 1.4758], [0.3158, 0.0526, -1.9170], [-0.0036, 0.4918, 0.4877], [-1.0561, 0.5753, -1.1508], [0.1346, -0.4695, 0.3155], [0.5894, -0.7806, 0.0514], [1.2744, -0.3525, 0.7097], [-0.0347, 0.1239, 0.4125], [0.1061, -0.0883, 0.1388], [0.0763, -0.3982, -0.3788], [0.0203, 0.5150, -0.3569], [0.0921, -0.4757, -0.0669], [0.3891, 0.5746, 0.6066], [-0.0479, 0.1769, 0.2431], [-0.6280, -0.3551, -0.0328], [0.2039, 0.5289, 0.0236], [-0.0787, 0.1888, 0.2552], [-0.0074, 0.0312, -0.3843], [-0.3531, 0.0798, 0.2304], [-0.2638, 0.0749, -0.7821], [-0.4881, -0.0451, 0.4415], [0.1660, -0.2835, -0.1758], [0.4452, 0.9880, 1.4433], [0.0494, -0.1006, -1.2862], [-0.8154, 0.1105, -0.2344], [0.8256, 0.6131, 2.2717], [0.2598, -0.9572, -0.7339], [-0.5222, -1.0524, -0.1793], [-0.7605, 0.8111, 0.5036], [0.3765, 0.7105, -0.4623], [-1.0426, -0.4336, -0.1473], [-0.1417, -0.6162, 0.2094], [0.1953, 0.1247, -0.4288], [-0.3007, 0.4038, -0.4914], [0.1386, -0.6001, -0.2821], [-0.0401, -0.2555, -0.1646], [0.6185, 0.0808, 0.3863], [-0.6151, -0.2200, -0.2870], [0.0313, -0.1706, 0.1748], [-0.0027, -0.2610, -0.1809], [0.2267, 0.3736, -0.6201], [-0.0748, -0.4182, 0.4081], [0.5143, 0.2521, 0.3699], [0.2665, -0.7406, -0.0050], [0.0340, 0.1367, 0.0226], [0.5926, 0.5906, 0.3392], [0.7922, -0.0737, 1.1592], [-0.6049, 1.1997, -1.1780], [-0.6101, -0.1319, -0.9146], [0.9137, 0.4606, 0.2455], [-0.7622, 1.1403, -0.3754], [1.2090, 1.0599, 1.2780], [-0.0256, -1.5032, -0.6610], [-1.4823, 0.6737, 0.8656], [0.5915, 0.2400, 0.6061], [0.1855, -0.2655, 0.4541], [-0.3539, 0.2459, -0.4810], [-0.2505, -0.3486, -0.0221], [0.0992, -0.1831, 0.2205], [-0.2531, -0.4367, 0.5024], [0.2218, -0.5844, -0.1524], [-0.2990, -0.8877, -0.1956], [0.2728, 0.0203, -0.0100], [-0.3395, 0.1428, -0.1928], [0.3897, -0.1876, -0.2364], [0.5785, 0.3953, 0.0344], [0.0264, 0.1028, -0.3024], [0.5561, -0.1919, 0.1379], [-0.9797, -0.3238, -0.5947], [0.1218, -0.5039, 0.0459], [0.1973, 0.4305, 1.0473], [-1.1172, 0.1982, -1.2375], [-0.7252, -0.4358, -0.3450], [0.5229, -0.8045, 0.0554], [-0.0288, 1.1522, 1.6465], [0.5070, 1.0705, -0.8919], [0.8327, -1.6805, 0.9631], [0.7244, 0.3273, -0.3872], [-1.6792, 0.6111, 0.3267], [1.3665, -0.1955, -0.6640], [-0.3256, -0.0294, 0.3585], [0.4876, -0.2238, 0.6432], [-0.0968, 0.2874, -0.2288], [-0.2050, -0.1214, 0.3714], [0.1995, 0.5278, -0.2619], [-0.3826, -0.2341, 0.0546], [-0.1363, -0.4535, -0.3321], [0.3623, -0.1212, -0.1719], [-0.4370, -0.7684, 0.0335], [-0.0448, 0.1604, -0.3936], [-0.2163, 0.1676, 0.0875], [0.0053, 0.0119, -0.1087], [0.4786, -0.2075, -0.1873], [-0.3470, 0.6908, -0.2265], [-0.9054, 0.0347, -0.9241], [0.4328, -0.1212, 1.5263], [0.1195, 0.4286, -0.5020], [-0.0731, -0.4608, 0.3682], [0.8967, 1.0941, -0.4514], [-1.7983, 0.5099, 0.7510], [-1.1524, -0.0227, 0.5116], [1.0759, -0.6565, -0.9229], [1.2486, 0.5817, 0.5170], [0.3683, 0.0798, -0.0134], [0.9687, -0.6781, 0.3144], [-0.1067, -0.4017, -0.5633], [0.1040, -0.4396, 0.2904], [0.2477, 0.2651, 0.1280], [-0.1282, -0.0941, -0.1663], [-0.6242, 0.2260, -0.3139], [0.0491, -0.2679, 0.1164], [0.3146, 0.6629, -0.1824], [0.1565, -0.1049, -0.0008], [0.2039, -0.2783, 0.4549], [-0.1568, -0.0684, -0.8345], [-0.6102, 0.1470, 0.5010], [-0.3063, -0.0685, -0.6743], [-0.2642, -0.3730, 0.0321], [0.6817, -1.5018, 0.8165], [-0.5042, -0.2447, 1.0382], [0.3872, -0.4202, -0.9572], [1.2826, 0.8956, 0.0213], [-2.9293, 0.1570, -2.7295], [1.5850, -1.0459, 0.9539], [-1.3301, -0.2737, 0.9274], [1.0078, -0.5182, 0.9637], [-0.3463, -0.5991, -1.2406], [0.6494, 0.6628, -0.0210], [0.0396, 0.1775, -0.2878], [-0.7139, -0.0694, 0.3768], [-0.1819, 0.0187, 0.0888], [0.4311, 0.4817, -0.3194], [-0.2061, -0.0058, 0.0056], [-0.8947, -0.6611, 0.2388], [0.5277, 0.2426, 0.9156], [0.5068, 0.4578, -0.4961], [-0.1432, 0.6265, 0.1444], [0.6202, 1.0545, 0.2420], [-0.8515, 0.0047, -0.3002], [0.0103, -0.2020, 0.3120], [0.2375, 0.4461, -0.4291], [0.1583, 0.3023, -0.2097], [0.1871, -0.7887, -0.7717], [-0.0606, 1.2148, 0.2929], [-0.9661, -0.5044, 1.1112], [1.2869, -0.1734, -0.3967], [0.7637, 0.2464, 1.5175], [0.0800, 0.9923, -1.1631], [-0.9151, -0.0203, 2.3280], [0.0481, 0.0995, -1.3364], [0.2488, 0.1685, -0.1007], [-0.2764, 0.6256, -0.4072], [0.2682, 0.4742, 0.2141], [-0.3286, -0.3948, -0.1565], [-0.2994, -0.4529, -1.1900], [0.0331, 0.5101, -0.2816], [0.0362, -0.3251, 0.3351], [-0.1805, -0.4777, 0.3409], [-0.2805, -0.3377, -0.4098], [0.1238, -0.3413, -0.1854], [-0.1686, 0.2864, 0.1100], [-0.2866, 0.1648, -0.5816], [0.7145, 0.1219, 0.1852], [-0.1678, -0.6349, 0.0713], [0.2530, -0.0762, -0.0360], [0.0166, -0.1662, 0.4721], [0.0344, -0.3680, 0.7992], [-0.0170, 2.2608, -0.2722], [-0.0939, -1.5233, -1.8467], [-0.1456, -0.6527, 0.7503], [0.1475, -0.4617, -1.7231], [-0.3806, -0.9777, 1.9439], [-1.6343, 0.7041, 0.5041], [1.8568, 0.1525, -1.5993], [0.2628, -0.1897, -1.1056], [-0.8452, 0.0238, 0.0043], [0.4607, -0.7300, -0.6500], [-0.3178, 0.9156, 0.3173], [0.0389, -0.0812, 0.3093], [0.2321, -0.5647, 0.4151], [0.0981, 0.1922, 0.0964], [-0.2287, 0.3302, 0.2231], [0.1289, 0.3038, 0.7039], [0.6180, -0.2415, 0.0139], [-0.3449, 0.0785, -0.1454], [-0.0903, -0.5317, 0.4339], [-0.1360, -0.2576, 0.1520], [-0.4787, 0.1926, -0.3520], [-0.1076, 0.7732, 0.2685], [0.4377, 0.5898, 0.5964], [0.8187, -0.9239, 0.1777], [-0.4210, 0.0951, 0.9710], [1.8521, -0.8250, -0.3331], [0.8150, -0.3171, -0.7995], [-1.5735, 1.0344, -1.0760], [-0.6749, -0.6725, 1.1179], [2.1187, -0.3325, 0.4662], [0.2016, 0.9439, -1.9471], [-0.5759, -0.2295, 0.5853], [0.1642, 0.0150, -0.0981], [-0.4208, 0.1016, 0.2952], [-0.1615, 0.1000, -0.4347], [-0.3451, 0.8774, 0.0931], [0.1646, 0.0037, 0.2221], [-0.7220, 0.1735, -0.3641], [-1.0091, -0.0232, 0.2764], [-0.0088, -0.1820, 0.2313], [0.1897, -0.2076, -0.1815], [0.4637, 0.3709, 0.1053], [-0.0853, -0.6048, -0.0149], [-0.4826, 0.7369, 0.0272], [-0.2317, -0.1038, -0.0526], [-0.1660, -0.3442, 0.4271], [0.0442, 0.2615, -0.0109], [0.1792, -0.3035, -0.7172], [0.2461, 0.1580, 0.2192], [-0.2015, -0.3561, 0.3484], [0.1629, 0.2866, -0.5159], [-0.5349, -0.3871, 0.4364], [0.2785, -0.0436, 0.0993], [-0.0365, -0.3276, 0.1725], [0.3876, 0.5444, -0.2815], [-0.3318, -0.1071, -0.1770], [0.2046, -0.2630, 0.0203], [0.0908, 0.2255, -0.1614], [-0.2615, 0.0363, 0.0843], [-0.4289, 0.4705, 0.4034], [0.2697, 0.0023, 0.2202], [0.1642, -0.3673, -0.4548], [-0.6551, 0.4312, 0.2817], [0.4487, -0.3427, -0.6332], [0.0575, 0.5628, 0.0218], [0.2882, 1.0844, 0.5465], [0.0970, 0.3144, 0.0145], [-0.3454, -1.3177, -0.1933]], "mulliken_spin": [0.000, 0.000, 0.000, 0.000, 0.000, 0.000, 0.000, 0.000, 0.000, 0.000, 0.000, 0.000, 0.000, 0.000, 0.000, 0.000, 0.000, 0.000, 0.000, 0.000, 0.000, 0.000, 0.000, 0.000, 0.000, 0.000, 0.000, 0.000, 0.000, 0.000, 0.000, 0.000, 0.000, 0.000, 0.000, 0.000, 0.000, 0.000, 0.000, 0.000, 0.000, 0.000, 0.000, 0.000, 0.000, 0.000, 0.000, 0.000, 0.000, 0.000, 0.000, 0.000, 0.000, 0.000, 0.000, 0.000, 0.000, 0.000, 0.000, 0.000, 0.000, 0.000, 0.000, 0.000, 0.000, 0.000, 0.000, 0.000, 0.000, 0.000, 0.000, 0.000, 0.000, 0.000, 0.000, 0.000, 0.000, 0.000, 0.000, -0.001, 0.000, 0.000, 0.000, 0.000, 0.000, 0.000, 0.000, 0.000, 0.000, 0.000, 0.000, 0.000, 0.000, 0.000, 0.000, 0.000, 0.000, 0.000, 0.000, 0.000, 0.000, 0.000, 0.000, 0.000, 0.000, 0.000, 0.000, 0.000, 0.000, 0.000, 0.000, 0.000, 0.000, 0.000, 0.000, 0.000, 0.000, 0.000, 0.000, 0.000, -0.001, 0.001, 0.023, 0.050, 0.778, 0.050, 0.005, 0.009, 0.000, 0.001, 0.000, 0.000, -0.001, 0.001, 0.008, 0.060, -0.021, 0.015, 0.023, 0.001, -0.001, -0.001, 0.000, 0.000, 0.000, 0.000, 0.000, 0.000, 0.000, 0.000, 0.000, 0.000, 0.000, 0.000, 0.000, 0.000, 0.000, 0.000, 0.000, 0.000, 0.000, 0.000, 0.000, 0.000, 0.000, 0.000, 0.000, 0.000, 0.000, 0.000, 0.000, 0.000, 0.000, 0.000, 0.000, 0.000, 0.000, 0.000, 0.000, 0.000, 0.000, 0.000, 0.000, 0.000, 0.000, 0.000, 0.000, 0.000, 0.000, 0.000, 0.000, 0.000, 0.000, 0.000, 0.000, 0.000, 0.000, 0.000, 0.000, 0.000, 0.000, 0.000, 0.000, 0.000, 0.000, 0.000, 0.000, 0.000, 0.000, 0.000, 0.000, 0.000, 0.000, 0.000, 0.000, 0.000, 0.000, 0.000, 0.000, 0.000, 0.000, 0.000, 0.000, 0.000, 0.000, 0.000, 0.000, 0.000, 0.000, 0.000, 0.000, 0.000, 0.000, 0.000, 0.000, 0.000, 0.000], "energy_ev": -122989.1397, "charge": 1, "s2": 0.754, "fmax_ev_per_a": 4.01, "e_homo_ev": [-9.04, -9.04], "multiplicity": 2, "gap_ev": [6.38, 1.13]}